12
Properties=species:S:1:pos:R:3:forces:R:3:lowdin_charge:R:1 method="wB97M-V/def2-TZVPD" homo_ev=-8.70 e_lumo_ha=-0.0030 e_above_lowest_kj_mol=165.75 max_force_ev_per_a=6.7
Cl -2.745 -1.542 -2.180 1.56 0.33 1.52 0.58
S 0.074 -1.065 1.176 -0.08 0.73 -1.68 0.87
N -1.704 -1.390 -0.753 -0.49 -2.06 0.97 -0.46
N -0.099 0.556 -1.094 -3.49 -5.39 1.75 0.02
C -0.660 -0.568 -0.497 2.71 4.13 -0.91 -0.61
C 0.961 1.016 -0.275 2.20 1.41 0.01 -0.38
C 0.858 0.570 1.148 -0.97 0.06 1.07 -0.50
H 1.776 0.602 1.692 0.85 -0.38 0.09 0.07
H 0.221 1.237 1.689 -0.72 0.37 0.39 0.06
H 1.974 0.657 -0.582 -0.66 0.22 -0.62 0.11
H 1.019 2.153 -0.277 -0.12 -1.30 -0.17 0.13
H -1.676 -2.226 -0.048 -0.78 1.88 -2.42 0.11

17
Properties=species:S:1:pos:R:3:forces:R:3:lowdin_charge:R:1 method="wB97M-V/def2-TZVPD" homo_ev="-8.12 / -8.12" e_lumo_ha="0.0009 / 0.0010" e_above_lowest_kj_mol=262.48 max_force_ev_per_a=5.1
Cl -1.853 -2.489 -0.060 0.13 -0.62 -0.24 0.71
O 2.885 -0.842 -0.079 -0.62 0.08 0.14 0.04
O -2.121 2.457 -0.294 -0.47 -0.11 0.98 0.07
O -2.216 0.309 0.309 0.81 -1.89 1.78 0.04
O 0.988 0.850 -1.023 0.14 -4.97 1.04 -0.04
N 1.162 -0.070 1.390 -0.71 -0.77 -0.50 0.15
N 1.663 -0.962 0.613 -0.83 -0.01 0.97 -0.26
N 0.727 -1.706 -0.098 0.55 -0.23 -0.44 0.04
N 0.020 0.985 -0.029 -0.51 1.16 1.51 0.03
C -0.911 0.027 0.053 2.20 -2.41 -2.73 -0.38
C -2.661 1.518 0.231 -2.73 2.70 -2.42 -0.36
C -0.594 -1.330 -0.179 -0.26 2.67 1.03 -0.64
H -3.799 1.481 0.396 1.41 0.22 0.49 0.17
H 1.815 0.534 1.853 0.91 0.23 -0.31 0.10
H 1.095 1.636 -1.451 -0.15 3.79 -1.31 0.06
H 1.189 -2.181 -0.864 -0.11 -0.15 0.28 0.16
H 2.613 -0.218 -0.769 0.24 0.30 -0.29 0.08